C52H52N8P2S3Sc | wB97M-V/def2-TZVPD

Atoms and positions in Å:
Sc -0.6395 0.4960 0.0755
C 4.2398 1.8772 5.4382
S 4.1341 3.3971 4.4677
C 4.5997 2.8183 2.8101
C 3.4396 2.3240 1.9574
C 2.7662 1.1366 2.6205
N 1.8112 0.3528 1.7994
P 0.5719 -0.4064 2.7137
C 1.2860 -0.6968 4.3744
C 2.3941 -1.5420 4.4412
C 2.9818 -1.8473 5.6580
C 2.4513 -1.3341 6.8354
C 1.3341 -0.5138 6.7828
C 0.7557 -0.1929 5.5602
C -0.6293 0.9546 3.0695
C -1.9569 0.6339 2.7872
C -2.9844 1.5611 2.9555
C -2.6904 2.8218 3.4368
C -1.3721 3.1580 3.7412
C -0.3539 2.2425 3.5574
P 2.4665 -0.8192 0.5068
C 4.6431 -0.4916 1.1787
C 5.0066 -1.6241 1.9131
C 6.3079 -1.8796 2.3363
C 7.3309 -1.0060 1.9877
C 7.0253 0.0987 1.2037
C 5.7089 0.3403 0.8164
C 2.8901 0.3186 -0.8771
C 2.1632 1.4687 -1.1482
C 2.4132 2.2664 -2.2560
C 3.4186 1.8996 -3.1365
C 4.1577 0.7471 -2.8882
C 3.9038 -0.0309 -1.7681
H 4.2746 2.1765 6.4855
H 5.1577 1.3408 5.1965
H 3.3877 1.2151 5.2900
H 5.3574 2.0404 2.9201
H 5.0830 3.6708 2.3297
H 3.8038 2.0578 0.9672
H 2.7409 3.1533 1.8380
H 2.2348 1.5005 3.4996
H 3.5473 0.4801 3.0075
H 2.8097 -1.9486 3.5266
H 3.8553 -2.4870 5.6843
H 2.9064 -1.5746 7.7882
H 0.9103 -0.1132 7.6958
H -0.1111 0.4551 5.5381
H -2.1982 -0.3670 2.4392
H -3.9990 1.2826 2.7010
H -3.4757 3.5531 3.5805
H -1.1422 4.1485 4.1163
H 0.6585 2.5345 3.8058
H 4.2415 -2.3693 2.1358
H 6.5291 -2.7702 2.9173
H 8.3517 -1.1960 2.2988
H 7.8158 0.7747 0.8896
H 5.5281 1.2131 0.1890
H 1.3912 1.7758 -0.4465
H 1.8099 3.1488 -2.4343
H 3.6246 2.4997 -4.0142
H 4.9417 0.4524 -3.5759
H 4.4969 -0.9170 -1.5755
S -0.9636 1.0975 -2.4110
C -2.5564 0.5172 -2.8087
C -2.9740 0.6039 -4.1418
C -4.2307 0.1820 -4.5487
C -4.6094 0.3144 -5.9242
N -4.8960 0.4360 -7.0313
C -5.1154 -0.3613 -3.6045
C -4.7097 -0.4593 -2.2800
C -3.4530 -0.0262 -1.8601
S -3.0808 -0.1375 -0.1529
C -6.4235 -0.8034 -3.9798
N -7.4752 -1.1587 -4.2816
H -2.2913 1.0142 -4.8738
H -5.3893 -0.8779 -1.5496
C -3.0207 3.3464 -0.8740
C -1.7618 3.7437 -0.1937
N -0.8796 2.9359 0.3655
C 0.1521 3.7340 0.8154
C -0.0960 5.0292 0.5221
N -1.3166 5.0277 -0.1264
C -1.9690 6.2116 -0.6250
N -2.3553 7.1110 0.4345
N -1.6529 8.2537 0.6265
N -2.0956 8.8606 1.6566
C -3.1263 8.1179 2.1887
C -3.9336 8.3538 3.3050
C -4.8971 7.4158 3.5900
C -5.0613 6.2633 2.7940
C -4.2702 6.0129 1.6966
C -3.2983 6.9747 1.4081
H -3.3432 2.3831 -0.4819
H -2.8442 3.2214 -1.9444
H -3.8186 4.0753 -0.7286
H 0.9975 3.3068 1.3177
H 0.4500 5.9382 0.7087
H -2.8371 5.9182 -1.2091
H -1.2886 6.7763 -1.2583
H -3.7960 9.2409 3.9081
H -5.5484 7.5533 4.4430
H -5.8319 5.5517 3.0621
H -4.3938 5.1165 1.1053
C 0.3015 -3.3626 0.9583
C 0.4072 -2.6734 -0.4025
C 1.5385 -3.3400 -1.2073
C -0.8955 -2.9280 -1.1750
C 0.6357 -1.1497 -0.2685
H 0.1634 -4.4405 0.8254
H -0.5463 -2.9734 1.5288
H 1.2069 -3.2097 1.5538
H 1.3340 -4.4076 -1.3441
H 2.5036 -3.2431 -0.7070
H 1.6192 -2.8803 -2.1975
H -1.0218 -3.9965 -1.3838
H -0.8833 -2.3932 -2.1299
H -1.7626 -2.5797 -0.6109
H 0.7956 -0.8091 -1.3076

Its net charge is -1. As for the orbital gap: 0.1744 hartree. As for the total energy: -138474.801 eV. The value obtained for the max |F| is 0.490 eV Å⁻¹. Its HOMO energy is -3.3 eV.

C52H54AlN6O2S | wB97M-V/def2-TZVPD

Atoms and positions in Å:
Al -0.2065 -0.2329 0.0549
O 2.3031 6.0804 -0.2640
C 1.7715 5.5639 0.7271
O 1.1797 6.0346 1.7124
C 1.7379 4.0145 0.6821
C 2.2575 3.2910 -0.3776
C 2.0867 1.9191 -0.4432
N 1.2792 1.2544 0.4204
C 0.9284 1.9478 1.5294
C 1.1637 3.2886 1.7129
C 0.2501 1.1501 2.5575
C 0.3839 1.4338 3.9110
C -0.3338 0.6876 4.8222
C -1.1609 -0.3231 4.3486
C -1.1983 -0.5702 2.9935
N -0.4920 0.1389 2.1005
C 3.0651 1.1731 -1.2796
C 3.3232 1.5062 -2.6031
C 4.3902 0.8983 -3.2419
C 5.1775 0.0072 -2.5288
C 4.8595 -0.2368 -1.2008
N 3.8238 0.3237 -0.5802
H 2.8558 3.8192 -1.1101
H 0.8380 3.8330 2.5903
H 1.0332 2.2385 4.2249
H -0.2585 0.8929 5.8817
H -1.7630 -0.9238 5.0153
H -1.8204 -1.3533 2.6019
H 2.7085 2.2369 -3.1093
H 4.6174 1.1333 -4.2736
H 6.0372 -0.4699 -2.9792
H 5.4655 -0.9095 -0.6039
C -2.3019 2.9491 2.4942
C -2.4031 3.9135 1.3161
C -3.8825 4.1442 0.9091
C -1.5323 3.7834 0.0517
C -1.0249 5.0191 -0.3496
C -0.4616 5.2277 -1.5926
C -0.5403 4.2077 -2.5124
C -1.0174 2.9417 -2.1747
C -1.2452 2.0460 -3.3900
C 0.0626 1.4727 -3.9385
C -2.4283 1.0836 -3.2898
C -1.3758 2.6881 -0.8377
N -1.6118 1.3089 -0.3659
C -2.8171 1.1025 0.0473
C -3.3857 -0.0665 0.6754
C -4.6143 0.1432 1.3290
C -5.2821 -0.8742 1.9656
C -4.7318 -2.1562 1.9175
C -3.5507 -2.3999 1.2517
C -2.8281 -1.3649 0.6253
N -1.6161 -1.5939 0.0055
C -1.4561 -2.9091 -0.5584
C -2.3432 -3.3569 -1.5718
C -2.0871 -4.5652 -2.2112
C -0.9808 -5.3358 -1.9077
C -0.1401 -4.9182 -0.8959
C -0.3756 -3.7378 -0.1935
C 0.4955 -3.5465 1.0382
C 2.0381 -1.6969 2.6178
C -0.2950 -3.7880 2.3178
C -3.6059 -2.6163 -2.0136
C -3.6636 -2.3381 -3.5196
C -4.8571 -3.4228 -1.6421
H -3.0452 3.2431 3.2386
H -1.3308 3.0386 2.9701
H -2.4852 1.9007 2.2612
H -2.0644 4.8593 1.7368
H -4.5288 3.3300 1.2449
H -4.0011 4.2554 -0.1694
H -4.2658 5.0551 1.3679
H -1.0560 5.8436 0.3498
H -0.0223 6.1832 -1.8410
H -0.2513 4.3888 -3.5420
H -1.5724 2.7551 -4.1557
H 0.6440 0.9520 -3.1816
H 0.6805 2.2926 -4.3066
H -0.1161 0.7967 -4.7781
H -2.3703 0.3674 -2.4736
H -2.5483 0.5431 -4.2310
H -3.3469 1.6498 -3.1204
H -3.5197 1.9262 -0.0589
H -5.0314 1.1431 1.3296
H -6.2165 -0.6896 2.4758
H -5.2422 -2.9796 2.4022
H -3.1581 -3.4076 1.2099
H -2.7709 -4.9067 -2.9788
H -0.7907 -6.2616 -2.4339
H 0.7066 -5.5338 -0.6162
H 1.2706 -4.3114 0.9895
H 1.2336 -1.5154 3.3274
H 2.6716 -0.8134 2.5392
H 2.6487 -2.5367 2.9443
H -1.1712 -3.1517 2.3827
H 0.3142 -3.6519 3.2112
H -0.6434 -4.8221 2.3067
H -3.6597 -1.6538 -1.5079
H -3.6788 -3.2616 -4.1002
H -2.8362 -1.7299 -3.8799
H -4.5776 -1.7902 -3.7535
H -4.8747 -4.3667 -2.1903
H -5.7575 -2.8673 -1.9088
H -4.8996 -3.6503 -0.5806
S 1.4433 -1.9881 0.9489
C 0.5206 -1.0359 -1.7892
N -0.3923 -1.3468 -2.7363
C -0.1626 -1.9715 -3.9025
C 1.1049 -2.3668 -4.2296
C 2.1027 -2.1284 -3.2934
C 1.8053 -1.4865 -2.1060
H -1.3562 -1.1097 -2.5361
H -1.0182 -2.1448 -4.5364
H 1.2954 -2.8656 -5.1680
H 3.1184 -2.4510 -3.4850
H 2.5909 -1.3504 -1.3895

Its net charge is +1. As for the orbital gap: 0.2582 hartree. As for the total energy: -85267.282 eV. The calculation puts the energy relative to the best compared isomer or geometry (same formula, charge and spin) at 0.0000 eV. The value obtained for the max |F| is 0.153 eV Å⁻¹. Its HOMO energy is -10.0 eV.